Molecular formula: C25H32N2O5
Method: DFT, the ωB97M-V functional and the def2-TZVPD basis

XYZ file:
```
64
Properties=species:S:1:pos:R:3:forces:R:3:mulliken_charge:R:1
C -4.1360 -0.5322 2.0761 1.1 -0.5 -1.9 -1.34
C -2.5405 -0.2781 2.1035 -2.2 0.5 2.1 0.06
O -2.2264 0.8841 1.2046 -7.7 -4.6 2.9 -0.24
C -1.0379 1.2045 1.1120 5.1 2.2 -2.4 0.80
C -0.0051 0.4944 1.6768 -2.6 1.3 0.3 -0.47
C 1.2092 1.0528 1.7300 1.5 -0.7 0.1 -0.78
C 1.4471 2.0770 1.0032 2.8 8.9 -8.1 0.06
C 0.4543 2.8015 0.0310 -2.3 -12.8 9.9 -1.87
C -0.8834 2.3540 0.1940 8.6 -2.9 4.3 0.13
O -1.7105 2.9488 -0.4782 -8.0 4.9 -3.7 -0.36
C -3.1676 3.2582 -0.0476 -0.1 -7.1 1.1 -0.02
C -3.8703 4.2623 -0.9794 7.9 -1.2 -0.8 -1.10
H -3.6638 3.7629 -2.0510 -0.5 1.9 2.2 0.16
H -3.2521 5.2033 -0.6477 -1.7 -1.1 -1.7 0.26
H -4.8252 4.2313 -0.7356 -4.5 0.4 1.0 0.47
H -3.2411 3.2510 1.1309 0.4 1.0 -2.4 0.30
H -3.5721 1.9399 -0.1999 0.3 4.3 0.2 0.06
H 0.6024 3.5676 -0.4225 2.4 9.0 -5.6 1.47
C 3.0336 2.8499 0.6165 -3.6 -3.4 3.4 -1.44
H 2.8917 3.8751 0.9177 0.4 0.4 -0.4 0.60
C 3.4904 2.4144 -0.7852 9.2 -0.2 10.6 -1.36
N 3.4936 1.0932 -0.7869 0.4 -5.8 -1.8 0.22
C 4.4551 0.3152 -0.2145 0.8 0.0 -0.2 0.35
O 5.2202 0.6565 0.7019 -1.1 -0.7 -1.9 -0.67
C 4.3126 -1.1095 -0.8532 2.4 0.0 17.8 -1.50
H 4.2884 -1.3787 -1.6993 -0.7 -2.7 -11.9 1.05
H 5.2358 -1.9665 -0.2840 -2.1 3.3 -1.9 0.33
C 3.1472 -1.7463 0.0681 0.1 -4.7 -2.3 -1.09
C 1.7215 -1.6457 -0.5082 12.5 5.3 -6.7 1.32
O 1.8207 -1.0513 -1.6099 -0.8 0.1 -1.2 -0.92
N 0.6736 -1.9442 -0.0733 -12.6 -6.5 8.5 0.34
C -0.6567 -1.8837 -0.7187 5.2 1.7 1.3 0.17
C -0.9072 -0.6981 -1.3318 -3.2 -0.5 -2.6 -0.83
C -2.2274 -0.6777 -1.9062 3.6 3.6 -0.3 1.32
C -3.2234 -1.5561 -1.6085 6.1 6.8 -2.7 -1.85
C -2.8650 -2.3970 -0.8053 -2.8 -13.7 6.0 0.11
C -1.6017 -2.7955 -0.5101 -0.9 -3.0 5.0 -0.48
O -1.4420 -3.9143 0.6818 -3.1 3.3 -5.5 -0.38
C -0.1214 -4.1633 0.7614 1.2 -2.0 2.8 -0.40
C 0.5080 -2.7920 1.2330 4.2 -2.6 0.8 -0.29
H 1.6996 -3.2292 1.6626 -3.5 2.0 -1.3 0.35
H -0.0790 -2.3529 2.1765 1.3 -0.6 -2.7 0.06
H -0.2288 -4.9611 1.6038 1.4 1.4 -0.7 0.33
H 0.3625 -4.8101 -0.0835 -0.6 1.9 0.9 0.20
H -3.7647 -3.2778 -0.6923 2.6 2.1 0.7 0.00
H -4.0307 -1.4221 -2.0198 -8.7 1.1 -3.8 1.20
C -2.3983 0.5295 -2.7092 -4.6 2.5 0.7 -1.67
H -1.9016 1.3885 -2.2922 0.1 0.3 0.3 0.14
H -3.5234 0.8857 -2.9749 1.8 -0.9 1.6 0.24
H -2.1761 0.5486 -3.6894 1.9 -0.9 -3.5 0.59
H -0.1519 0.0495 -1.5860 -0.4 -0.4 0.4 0.80
H 3.0852 -1.4936 1.0740 0.8 0.8 1.9 0.45
H 3.4382 -2.9312 0.0268 -1.1 2.6 0.5 0.46
H 2.9507 0.4739 -1.3918 -0.5 0.9 -0.2 0.12
H 4.6711 2.7544 -0.6078 -2.6 -0.3 -1.5 0.21
H 2.9874 2.9662 -1.2820 -6.0 5.9 -8.0 1.14
H 3.5572 2.2535 1.3741 0.7 0.9 -0.2 0.44
H 1.9836 0.6846 2.2929 1.7 -1.2 1.5 0.62
H -0.1809 -0.0498 2.5301 -1.1 -2.1 1.3 0.86
H -2.2847 -0.0114 3.4322 -0.3 -0.7 -4.4 0.24
H -2.0738 -1.2427 1.7330 0.0 1.5 0.6 0.00
H -4.4204 -1.3560 2.7422 0.2 0.5 0.2 0.40
H -4.6972 0.3659 2.1979 -0.2 0.8 1.1 0.39
H -4.5787 -0.8317 1.0724 1.3 0.0 0.7 0.24
```
Positions in Å, forces in eV/Å.

## Properties
Energy above the lowest of the compared OMol25 structures with the same formula, charge and spin, kcal per mole: 511.65
HOMO level, eV: -7.49
LUMO, Eh: 0.018
Maximum force, hartree/bohr: 0.3493
DFT total energy, Ha: -1456.79166
Charge: 0
Kohn-Sham gap, eV: 7.98